1.
The molecule C2H7N3O2. Source: the OMol25 dataset; level of theory: wB97M-V/def2-TZVPD.

For the gap between HOMO and LUMO, the calculation gives 9.79 eV. The relative energy (zero: lowest compared OMol25 entry of this formula, charge and spin) is 162.8 kcal per mole. Its SMILES is CO/C(=N\N)NO. The LUMO energy is 0.7 eV. The spin multiplicity is 1. As for the net charge: 0.

Geometry (Å):
C  1.4027  -0.8881  0.1263
C  -0.2831  0.6586  -0.4763
H  0.8751  -1.9075  0.0452
H  1.2079  -0.4329  1.2900
H  2.4530  -1.0575  -0.3142
H  -1.5318  1.8228  0.2187
H  1.2548  2.6650  0.4491
H  -2.4076  -1.8805  -0.3169
H  -0.8736  -1.9082  -0.6458
N  -0.5136  2.0008  -0.3342
N  -1.3875  0.0048  -0.1919
N  -1.4304  -1.5097  0.0823
O  0.9133  0.0587  -0.7340
O  0.3208  2.3738  0.8016



2.
A cluster of 2 separate species, C2H7N3O2 in total. Source: the OMol25 dataset; level of theory: wB97M-V/def2-TZVPD.

For the gap between HOMO and LUMO, the calculation gives 10.55 eV. The relative energy (zero: lowest compared OMol25 entry of this formula, charge and spin) is 45.6 kcal per mole. Its SMILES is C=NNC(N)=O.O. The LUMO energy is 0.7 eV. The spin multiplicity is 1. As for the net charge: 0.

Geometry (Å):
C  -0.3520  1.3505  0.0975
C  -0.0123  -1.6674  -1.6506
H  0.0154  -0.3209  3.0965
H  0.1715  -1.1034  1.7058
H  1.3642  1.4605  -1.1102
H  0.9714  2.8636  -0.1270
H  -1.5107  -0.3442  -0.1238
H  -1.0395  -2.0107  -1.4980
H  0.7107  -2.3188  -2.1951
N  0.6713  1.9182  -0.5144
N  -0.5769  0.0148  -0.2156
N  0.3600  -0.5959  -1.0178
O  0.3251  -1.1658  2.6470
O  -1.0981  1.9195  0.9056



3.
A cluster of 2 separate species, C2H7N3O2 in total. Source: the OMol25 dataset; level of theory: wB97M-V/def2-TZVPD.

For the gap between HOMO and LUMO (spin up / spin down), the calculation gives 6.38 / 7.11 eV. The relative energy (zero: lowest compared OMol25 entry of this formula, charge and spin) is 56.1 kcal per mole. The LUMO energy (spin up / spin down) is -0.2 / -2.3 eV. The spin multiplicity is 3. As for the net charge: 0.

Geometry (Å):
C  -1.0596  -0.0426  -1.2742
C  0.7540  1.2381  0.3807
N  -1.2951  0.1454  0.1198
N  -0.5080  0.7877  0.9429
N  1.3290  -1.5171  1.2769
O  0.2876  -2.1193  1.0607
O  2.4281  -1.8002  0.8428
H  -0.2764  0.4957  -1.6545
H  -0.8090  -1.1511  -1.4062
H  -1.9306  0.2899  -1.7843
H  1.4004  0.3644  0.2977
H  0.6263  1.7224  -0.5288
H  1.1660  1.8165  1.1321
H  -2.1127  -0.2297  0.5944



4.
A cluster of 2 separate species, C2H7N3OS in total. Source: the OMol25 dataset; level of theory: wB97M-V/def2-TZVPD.

For the gap between HOMO and LUMO, the calculation gives 9.67 eV. The relative energy (zero: lowest compared OMol25 entry of this formula, charge and spin) is 122.9 kcal per mole. The LUMO energy is 0.5 eV. The spin multiplicity is 1. As for the net charge: 0.

Geometry (Å):
C  -0.4744  -0.8665  1.5677
C  0.1698  0.0334  -0.5875
H  -0.4707  -1.8120  2.0680
H  0.4846  -0.3677  1.7887
H  -1.2508  -0.2216  1.8535
H  -1.5346  -1.1091  -0.3807
H  0.5086  2.2113  -0.0588
H  3.0592  1.4210  -0.3000
H  -1.7074  -0.2005  -3.1044
N  -0.2424  -0.9543  0.1749
N  0.7002  1.1221  0.1384
N  -0.1441  0.1782  -1.7753
O  -1.4600  -0.7027  -2.1995
S  2.3619  1.2683  0.8150



5.
The molecule C2H7N3OS. Source: the OMol25 dataset; level of theory: wB97M-V/def2-TZVPD.

For the gap between HOMO and LUMO, the calculation gives 9.10 eV. The relative energy (zero: lowest compared OMol25 entry of this formula, charge and spin) is 74.1 kcal per mole. Its SMILES is CS/C(=N\N)NO. The LUMO energy is 0.6 eV. The spin multiplicity is 1. As for the net charge: 0.

Geometry (Å):
C  -1.6524  -1.2963  0.7549
C  0.3639  0.2160  -0.4325
H  -2.8050  -1.5655  0.6634
H  -1.2588  -1.2076  1.8872
H  -0.8806  -2.1542  0.3014
H  1.9621  -0.8516  -0.6085
H  1.4510  -0.1802  1.4514
H  0.9767  3.1715  -1.1935
H  -0.6299  2.3489  -1.0591
N  1.0475  -1.0233  -0.2221
N  1.0457  1.1639  -0.9937
N  0.4447  2.2915  -1.4093
O  1.3196  -1.1260  1.1861
S  -1.3846  0.2129  -0.3259



6.
The molecule C2H7N3S. Source: the OMol25 dataset; level of theory: wB97M-V/def2-TZVPD.

For the gap between HOMO and LUMO, the calculation gives 8.45 eV. The relative energy (zero: lowest compared OMol25 entry of this formula, charge and spin) is 49.4 kcal per mole. Its SMILES is CNNC(N)=S. The LUMO energy is 0.4 eV. The spin multiplicity is 1. As for the net charge: 0.

Geometry (Å):
C  0.7706  -1.5705  -2.1250
C  -0.3384  0.4040  0.5060
H  -0.1752  -2.2836  -2.0671
H  1.5942  -2.1274  -1.7744
H  0.9867  -1.4373  -3.1774
H  -0.2571  0.2765  -2.1627
H  1.5758  -0.0687  0.2170
H  -1.5053  -0.4505  -0.9695
H  -2.1694  0.4628  0.4009
N  0.5606  -0.1261  -1.6130
N  0.6800  0.1235  -0.2819
N  -1.4213  0.4099  -0.1941
S  -0.0862  0.6110  2.1169



7.
The molecule C2H7N3S. Source: the OMol25 dataset; level of theory: wB97M-V/def2-TZVPD.

For the gap between HOMO and LUMO, the calculation gives 9.49 eV. The relative energy (zero: lowest compared OMol25 entry of this formula, charge and spin) is 17.2 kcal per mole. Its SMILES is [H]/N=C(\CN)NS. The LUMO energy is 0.8 eV. The spin multiplicity is 1. As for the net charge: 0.

Geometry (Å):
C  -0.5345  0.5869  0.5507
C  -0.4902  -0.8120  0.1619
H  -0.2968  1.6113  -1.1809
H  0.4711  2.3152  0.0462
H  -1.5673  0.8250  0.5582
H  -0.1490  0.6747  1.5531
H  -2.3804  -1.0803  0.0426
H  0.8049  -2.2854  -0.3699
H  2.3439  0.1923  -0.9580
N  0.2485  1.4001  -0.3342
N  -1.4774  -1.5342  -0.1619
N  0.7857  -1.3240  -0.0811
S  2.2414  -0.5695  0.1735



8.
The ion C2H7N4O with charge +1. Source: the OMol25 dataset; level of theory: wB97M-V/def2-TZVPD.

For the gap between HOMO and LUMO, the calculation gives 9.51 eV. The relative energy (zero: lowest compared OMol25 entry of this formula, charge and spin) is 102.9 kcal per mole. Its SMILES is [H]/N=N/CC(=[NH2+])NO. The LUMO energy is -3.9 eV. The spin multiplicity is 1. As for the net charge: +1.

Geometry (Å):
C  -0.5125  0.1667  0.1943
C  0.1000  -0.3910  -1.0166
N  -0.6030  1.4887  0.3193
N  1.2560  -1.1987  -0.7678
N  1.3722  -1.9924  0.1690
N  -0.6999  -0.7163  1.1844
O  -0.2309  2.3042  -0.7004
H  -0.5776  -0.9501  -1.7457
H  0.5460  0.5522  -1.6628
H  -1.0804  1.9404  1.0194
H  -0.3578  3.2654  -0.3426
H  2.3192  -2.3545  0.0467
H  -0.5246  -1.7524  1.2054
H  -1.0068  -0.3623  2.0973



9.
The ion C2H7N4O with charge +1. Source: the OMol25 dataset; level of theory: wB97M-V/def2-TZVPD.

For the gap between HOMO and LUMO, the calculation gives 9.08 eV. The relative energy (zero: lowest compared OMol25 entry of this formula, charge and spin) is 159.3 kcal per mole. Its SMILES is [H]/N=C1/CNON1[NH3+]. The LUMO energy is -4.2 eV. The spin multiplicity is 1. As for the net charge: +1.

Geometry (Å):
C  0.1933  0.9057  -0.2094
C  -1.2464  1.1447  -0.6926
N  0.9828  1.7877  0.1306
N  -1.5643  -0.1032  -1.3423
N  0.4446  -0.5951  -0.4698
N  1.0641  -1.2628  0.5952
O  -0.8571  -1.1635  -0.6094
H  -1.8198  1.1612  0.2958
H  -1.4264  1.9555  -1.2193
H  1.9651  1.8985  0.4383
H  -2.5054  -0.4315  -1.5457
H  0.5266  -1.2070  1.5462
H  2.0314  -0.9779  0.8493
H  1.2638  -2.2817  0.2307



10.
The ion C2H7N4O with charge +1. Source: the OMol25 dataset; level of theory: wB97M-V/def2-TZVPD.

For the gap between HOMO and LUMO, the calculation gives 9.74 eV. The relative energy (zero: lowest compared OMol25 entry of this formula, charge and spin) is 146.2 kcal per mole. Its SMILES is [H]/N=C1/CO[N@@H+](N)N1. The LUMO energy is -4.7 eV. The spin multiplicity is 1. As for the net charge: +1.

Geometry (Å):
C  1.3175  -0.1136  -0.0573
C  0.7315  1.2844  0.1250
N  2.5289  -0.2997  -0.3005
N  0.2533  -0.9366  0.2924
N  -2.1357  -0.3824  -0.3757
N  -1.1406  0.0395  0.3554
O  -0.6397  1.2137  -0.1626
H  0.7204  1.7314  1.0878
H  1.0735  1.9947  -0.4697
H  2.9377  -1.2293  -0.3430
H  0.2372  -1.8249  -0.1673
H  -2.8126  -1.0458  0.0197
H  -1.8490  -0.6930  -1.2979
H  -1.2223  0.2616  1.2936



11.
A cluster of 2 separate species, C2H7N4OS in total. Source: the OMol25 dataset; level of theory: wB97M-V/def2-TZVPD.

For the gap between HOMO and LUMO (spin up / spin down), the calculation gives 8.16 / 8.16 eV. The relative energy (zero: lowest compared OMol25 entry of this formula, charge and spin) is 68.9 kcal per mole. The LUMO energy (spin up / spin down) is -5.5 / -5.6 eV. The spin multiplicity is 1. As for the net charge: +1.

Geometry (Å):
C  0.5933  0.6972  1.3044
C  0.4802  0.8508  -0.0450
N  1.2692  -1.1573  -0.2334
N  0.5804  -0.2892  -0.8317
N  0.1971  2.0532  -0.6710
N  -1.3149  -0.9885  -0.7897
O  -0.2950  -1.6775  1.8315
S  0.9244  -0.9378  1.8366
H  0.6498  1.4342  2.1641
H  1.3980  -1.9975  -0.6652
H  -1.5862  -0.4874  0.0498
H  0.0911  2.8840  0.0001
H  -1.6890  -0.4854  -1.5661
H  0.2858  2.0266  -1.6915
H  -1.5842  -1.9256  -0.6930



12.
The ion C2H7N4S with charge +1. Source: the OMol25 dataset; level of theory: wB97M-V/def2-TZVPD.

For the gap between HOMO and LUMO, the calculation gives 9.18 eV. The relative energy (zero: lowest compared OMol25 entry of this formula, charge and spin) is 49.6 kcal per mole. Its SMILES is NN1C[NH2+]NC1=S. The LUMO energy is -3.9 eV. The spin multiplicity is 1. As for the net charge: +1.

Geometry (Å):
C  -1.1192  0.3656  -0.4306
C  0.9141  -0.1698  0.3995
N  -1.2782  -0.5402  0.6481
N  0.1811  0.7570  -0.3178
N  1.0120  1.0374  -1.5190
N  -0.0407  -0.7398  1.3709
S  -2.2803  0.6278  -1.5522
H  1.2371  -1.1095  -0.1806
H  1.8146  0.2417  0.9184
H  -2.1035  -0.8235  1.0635
H  0.8256  1.9612  -1.9026
H  0.7622  0.3525  -2.2222
H  0.0634  -1.7310  1.5092
H  0.0117  -0.2292  2.2154